Record 1
This record from the OMol25 dataset describes a cluster of 2 separate species, C5H14S in total. The level of theory is ωB97M-V/def2-TZVPD.

Element x y z (Å)
H1 -2.254195 -1.015551 -0.371336
H2 3.801893 0.649027 0.483184
H3 0.777967 1.186089 -2.360131
H4 -2.883941 0.612472 -0.632669
H5 -1.180149 -0.110608 1.412923
C1 2.863158 0.757727 0.000228
H6 -3.170197 -1.314134 3.058283
H7 -4.120269 -0.020023 2.562007
H8 -2.428587 1.244234 1.659925
C2 0.784497 0.276835 -1.800633
H9 -2.385890 0.106880 3.601316
H10 2.149473 0.514248 0.784063
C3 -3.118832 -0.332887 2.789349
H11 0.439660 -0.352909 -2.613768
H12 0.037182 0.021392 -0.852871
H13 2.793865 1.751596 -0.357108
H14 -3.908140 -0.678263 0.127883
C4 -2.863573 -0.306847 0.084723
S1 2.487008 -0.391299 -1.347799
C5 -2.242051 0.216228 1.436846

Forces on atoms 1 to 6 (eV/Å):
0.9983 -1.4091 -0.6745
1.1662 -0.5408 -0.1590
0.0936 1.3967 0.8551
-0.0461 -1.6309 0.9294
-0.6261 0.6342 0.6043
-1.1659 -0.9483 0.2361

The value obtained for the energy above the lowest of the compared OMol25 structures with the same formula, charge and spin is 219.2 kJ/mol. Its HOMO-LUMO gap is 9.5 eV.


Record 2
This record from the OMol25 dataset describes the molecule C27H24N6O2S2. The level of theory is ωB97M-V/def2-TZVPD.

Element x y z (Å)
C1 -0.068842 -3.294010 0.540427
H1 3.331131 -2.285140 -2.123884
C2 2.813508 4.198409 -0.603629
C3 -0.410104 -1.485128 -0.988192
C4 0.440989 -2.442083 -0.435385
C5 -1.717596 -1.388555 -0.564587
H2 2.592143 -1.315434 1.268950
N1 3.252644 0.190076 -0.803565
C6 2.439345 -0.409802 -1.734016
C7 5.905832 -1.504563 1.934649
C8 -1.381568 -3.197117 0.968614
S1 3.776985 2.755385 -0.025940
C9 1.458699 4.220681 0.076719
C10 -0.718600 3.252218 0.020268
H3 3.391740 5.068637 -0.297268
N2 -1.604349 2.469951 -0.483182
C11 6.385667 -0.723541 0.896512
C12 -2.737929 2.436465 0.278934
H4 -5.120386 -2.518462 1.867113
H5 2.736269 4.129728 -1.686755
C13 -4.998622 0.392287 -1.881676
C14 5.507931 -0.162398 -0.013159
H6 7.445608 -0.549099 0.792812
C15 2.330220 -1.882092 -1.941399
H7 -5.066306 0.088751 -2.916520
C16 3.014911 1.522348 -0.979661
H8 -2.374979 -0.646998 -0.986590
C17 4.544295 -1.719593 2.070388
N3 2.136404 1.705730 -1.934182
H9 -4.083455 -3.912353 1.475218
C18 -3.955545 1.199010 -1.469128
S2 -1.180322 4.067972 1.497965
N4 1.793716 -2.535379 -0.767182
C19 -4.090105 -2.853817 1.758751
H10 -6.598045 0.023164 1.067742
H11 1.713797 -2.037512 -2.838249
H12 -4.739773 1.445131 1.811870
H13 5.870034 0.450035 -0.825413
C20 -4.817341 1.162784 0.772694
N5 1.790152 0.497398 -2.401115
C21 -2.686677 3.238840 1.384318
O1 -3.532699 -2.044041 0.757535
H14 -1.730472 -3.879819 1.727832
H15 6.594121 -1.941481 2.642096
C22 3.655029 -1.161165 1.169805
C23 -5.857440 0.355731 0.354266
O2 1.234609 4.865537 1.079135
C24 -5.952273 -0.032119 -0.971653
C25 -3.854404 1.595199 -0.136059
H16 -3.568673 -2.733007 2.714813
H17 0.574350 -4.047674 0.974785
H18 -6.764914 -0.666821 -1.293697
N6 0.524881 3.440659 -0.525850
H19 -3.446980 3.404962 2.119081
H20 -3.203790 1.534860 -2.167381
H21 0.787803 2.856541 -1.327886
C26 -2.221400 -2.236430 0.419293
H22 -0.062752 -0.808515 -1.750405
H23 4.169119 -2.319142 2.885741
H24 2.189242 -3.444341 -0.579207
C27 4.145169 -0.390852 0.124469

Forces on atoms 1 to 6 (eV/Å):
0.1357 0.1240 -0.1324
-0.1323 -0.0347 -0.0275
0.1100 -0.3635 0.1194
0.0817 -0.0967 -0.0533
-0.2479 -0.0483 0.2300
-0.2174 -0.1816 0.2444

The value obtained for the energy above the lowest of the compared OMol25 structures with the same formula, charge and spin is 1.0 kJ/mol. Its HOMO-LUMO gap is 8.0 eV.


Record 3
This record from the OMol25 dataset describes a structure of composition C25H42F3NO16V2. The level of theory is ωB97M-V/def2-TZVPD.

Element x y z (Å)
H1 0.100297 -0.786806 -3.518126
C1 -3.787767 2.233410 4.749471
V1 -1.509978 2.583302 -0.404861
C2 -1.823578 -3.467705 0.457204
C3 3.648382 -5.392626 2.236844
C4 -0.120181 0.149700 -3.005681
H2 3.444872 -6.841437 0.570731
C5 4.071180 -6.665259 1.444142
C6 -0.542858 -3.571155 -1.727156
C7 -3.528907 3.202317 3.568794
H3 0.822618 0.025973 4.303811
F1 -0.340752 -0.762925 -0.009916
O1 -2.217071 -6.880043 0.638105
H4 -2.362977 1.362847 -4.567336
H5 -0.114908 5.120094 -4.612966
H6 2.811554 1.740493 4.302619
H7 -1.185028 4.908497 -3.298559
H8 2.648918 0.407802 -2.954264
C8 0.386696 0.954370 1.488999
C9 -0.404976 2.826519 -5.907259
H9 -3.678806 2.789179 2.572901
C10 -0.905306 3.107053 -4.500578
H10 -5.105283 3.510819 5.944983
O2 4.806349 -4.550333 2.136814
H11 2.624246 -4.403061 0.652174
O3 -0.771025 -5.406722 -0.296815
H12 0.585180 3.288149 -6.016609
H13 -0.141844 1.578580 4.088377
C11 0.621337 -0.406292 0.847730
O4 3.480179 1.643491 0.854255
H14 0.296562 1.209536 -7.083114
C12 -1.048171 4.614390 -4.336464
H15 0.215957 -4.157555 -2.239152
C13 0.774379 1.027670 3.887737
H16 -1.766975 5.036110 -5.039247
H17 -0.680872 0.513205 -6.073317
O5 -2.536908 -4.672395 0.800245
C14 1.798002 1.862582 4.692778
F2 0.755814 -1.397037 1.736370
O6 5.400797 -6.390706 0.993832
O7 -0.335647 3.000074 -2.196778
F3 1.740647 -0.441466 0.086491
H18 0.004370 0.011946 -1.942247
H19 1.510871 -5.008568 1.873758
C15 0.010039 1.368125 -6.030716
H20 -1.180097 0.377178 -3.134961
H21 3.483060 -5.813299 3.229964
H22 -2.699103 2.456573 -3.370605
O8 0.453731 2.083720 0.659394
O9 -0.820326 3.653120 5.646153
H23 -1.598398 -2.959160 1.394243
C16 5.678235 -5.106808 1.241190
H24 0.260523 -3.634456 0.344047
H25 -2.561130 -2.893791 -0.103164
O10 6.632976 -4.501845 0.888920
H26 -0.287699 -2.510405 -1.722822
O11 -2.037376 3.426918 0.794532
O12 -2.664526 2.377950 5.598421
C17 1.089371 1.124371 -5.023624
H27 -3.947747 1.212326 4.392235
C18 -5.046871 2.491089 5.570477
C19 0.707623 1.324477 -3.529630
V2 2.477490 2.791241 1.120208
H28 -5.229756 1.619181 6.191144
H29 -4.159150 4.095370 3.544510
C20 -1.773163 3.240504 5.074162
C21 2.494305 -4.556590 1.727715
H30 4.062435 -7.472324 2.169749
H31 2.616125 2.244725 -2.944235
C22 -0.567203 -3.998392 -0.261345
H32 -1.535917 -3.657370 -2.162436
H33 1.909581 1.545518 5.730467
O13 1.276092 1.208966 2.549994
H34 1.972860 1.740335 -5.208586
H35 -5.880967 2.467756 4.853381
O14 3.161409 3.608642 2.291006
H36 2.463863 -3.560206 2.165537
N1 0.034889 2.613699 -3.470523
O15 -2.302109 1.198502 -0.370297
C23 -1.880868 -5.778525 0.375541
C24 2.062888 1.310306 -2.812248
H37 1.399275 0.079791 -5.132809
C25 -2.280837 2.439662 -4.386746
O16 -2.148167 3.520101 3.820884
H38 -0.624975 0.901199 1.911290
H39 -3.081101 2.835447 -5.018334
H40 1.835262 1.415969 -1.741178
H41 -1.015718 3.232840 -6.710737
H42 1.601809 2.931512 4.651107

Forces on atoms 1 to 6 (eV/Å):
0.1153 0.0119 0.0059
-1.8158 0.1843 -0.1231
3.1766 -2.5581 -2.3909
-0.8577 -0.8590 0.5397
-0.0294 -0.2146 -0.2466
-0.8201 0.3037 -0.0708

The value obtained for the energy above the lowest of the compared OMol25 structures with the same formula, charge and spin is 0.0 kJ/mol. Its HOMO-LUMO gap is 4.7 eV.